C20H35FeN8Si2 | the ωB97M-V functional and the def2-TZVPD basis

Last column: Löwdin spin population.
Cartesian coordinates (Å):
Fe -0.080 0.317 -0.364  3.689
Si -0.590 1.777 2.464  0.016
Si 2.098 -2.520 -1.031  0.009
N -5.211 2.834 -1.517  0.001
N -3.033 6.276 0.370  0.001
N 1.533 -1.177 -0.137  0.044
N -1.000 2.429 -0.819  0.026
N -1.914 0.129 -2.122  0.022
N 0.826 0.607 -2.461  0.031
N 0.402 0.691 1.566  0.072
N -1.562 -1.330 0.220  0.027
C -0.642 1.639 4.359  0.003
C 2.222 -4.137 -0.042  0.001
C -3.008 -0.688 -1.622  0.001
C -3.045 5.208 -0.070  0.001
C 0.910 -2.974 -2.438  0.000
C 3.732 -2.247 -1.969  0.002
C -4.252 3.323 -1.093  0.001
C 2.239 0.351 3.170  0.006
C -1.911 3.138 -0.690  0.008
C -0.158 3.590 2.159  0.001
C 2.191 -0.875 1.066  0.005
C 1.586 0.082 1.964  0.006
C 4.022 -1.164 2.677  0.004
C 3.433 -0.258 3.536  0.000
C -2.468 -1.850 -0.798  0.004
C -0.074 0.661 -3.612  0.003
C 3.404 -1.449 1.463  0.002
C -2.400 1.419 2.028  0.002
C -1.299 -0.225 -3.389  0.000
C -3.063 3.909 -0.614  0.003
H 1.295 -0.290 -2.368  0.001
H 1.805 1.067 3.849  0.000
H -3.301 -2.432 -0.384  0.001
H 1.009 -2.368 -3.341  0.000
H -3.674 -1.055 -2.415  0.001
H -2.604 1.362 0.958  0.000
H 3.972 -3.121 -2.580  0.000
H -1.488 2.245 4.696  0.000
H 1.547 1.315 -2.526  0.002
H 3.637 -1.390 -2.643  0.000
H -2.670 0.460 2.483  0.000
H -0.126 -2.937 -2.102  0.000
H 0.569 3.910 2.909  0.000
H 3.899 -2.152 0.808  0.000
H -2.064 -0.939 1.008  0.001
H 2.869 -4.857 -0.551  0.000
H 1.120 -4.008 -2.721  0.000
H 0.288 3.740 1.176  0.000
H -1.900 -2.523 -1.437  0.000
H 4.581 -2.047 -1.318  0.000
H -0.996 -1.274 -3.366  0.000
H 2.603 -3.991 0.970  0.000
H -0.801 0.616 4.708  0.000
H 0.249 2.031 4.846  0.000
H 0.420 0.373 -4.548  0.001
H -3.074 2.172 2.442  0.000
H 1.230 -4.591 0.040  0.000
H -2.186 1.102 -2.151  0.000
H -1.988 -0.108 -4.240  0.000
H 3.893 -0.011 4.487  0.000
H -0.923 -2.033 0.575  0.001
H 4.960 -1.647 2.930  0.000
H -0.401 1.698 -3.720  0.000
H -1.025 4.250 2.243  0.000
H -3.613 -0.049 -0.974  0.000

The spin multiplicity is 5. The value obtained for the HOMO energy (spin up / spin down) is -3.483 / -3.594 eV. Its total energy is -83376.8249 eV. As for the energy relative to the best compared isomer or geometry (same formula, charge and spin): 0.000 eV. The value obtained for the LUMO energy (spin up / spin down) is 2.5418 / 2.5394 eV. Its frontier orbital gap (spin up / spin down) is 6.03 / 6.13 eV. The total charge is -1.